[1]
Density functional theory data (wB97M-V/def2-TZVPD) for a molecular structure, C10H8Cl2N2 at a distorted geometry.

The geometry in XYZ format:
```
22
Properties=species:S:1:pos:R:3:lowdin_spin:R:1
C -3.421 -0.626 -0.205 0.509
C -2.577 0.385 -0.746 0.150
C -2.923 -1.649 0.597 0.151
C -1.214 0.184 -0.630 0.173
C -1.566 -1.826 0.680 0.237
C 2.188 1.403 -0.736 0.006
C 3.174 1.692 1.202 0.002
C -0.678 -0.931 0.058 0.509
C 1.861 0.448 0.151 0.058
C 0.780 -1.201 -0.102 0.054
N 2.515 0.608 1.321 0.008
N 2.967 2.256 0.000 0.002
Cl 1.047 -1.754 -1.766 0.092
Cl 1.605 -2.310 0.936 0.003
H -4.525 -0.582 -0.353 0.026
H -2.956 1.262 -1.150 0.004
H -3.672 -2.410 0.958 0.000
H -0.656 0.949 -1.021 0.008
H -1.200 -2.757 0.987 0.010
H 2.136 1.546 -1.734 0.000
H 3.648 2.214 1.893 0.000
H 3.467 3.098 -0.339 0.000
```

As for the LUMO energy (alpha / beta): 0.7 / -2.8 eV. The total charge is 0. As for the largest force on an atom: 4.7 eV Å⁻¹. As for the energy relative to the best compared isomer or geometry (same formula, charge and spin): 0.0 kJ/mol. As for the expectation value of S²: 2.0097. The orbital gap (alpha / beta) comes out at 5.793 / 6.366 eV. The spin multiplicity is 3.


[2]
Density functional theory data (wB97M-V/def2-TZVPD) for 9 unconnected molecules or ions with the total composition C67H66N3O20S at a distorted geometry.

The geometry in XYZ format:
```
157
Properties=species:S:1:pos:R:3:lowdin_charge:R:1
C 2.974 2.815 4.707 -0.153
C 3.747 1.357 4.659 -0.261
C 3.575 0.709 3.148 -0.211
C 1.998 0.277 2.807 -0.216
C 1.870 -1.309 2.409 -0.211
C 0.797 -1.643 1.216 -0.202
C -0.617 -0.809 1.302 -0.204
C -1.962 -1.766 1.213 -0.166
C -2.133 -2.473 2.690 -0.188
N -3.545 -2.858 3.055 -0.059
C -3.384 -3.850 4.214 -0.196
C -2.808 -3.204 5.592 -0.531
S -0.944 -3.484 5.861 0.701
C -3.070 -1.620 5.842 -0.192
N -3.802 -0.867 4.770 -0.087
C -3.086 0.368 4.287 -0.116
C -3.660 1.026 2.902 -0.087
O -4.112 2.310 2.968 -0.060
C -4.345 -1.733 3.666 -0.109
N -5.655 -1.543 3.244 0.142
C -6.615 -0.510 3.789 -0.025
C -7.947 -0.247 2.851 -0.192
O -9.034 -1.056 2.962 0.026
O -7.922 0.923 1.943 -0.018
C -8.918 1.860 2.550 -0.254
C -10.371 1.958 1.736 0.001
O -8.712 2.566 3.668 0.019
H 1.990 2.795 4.041 0.066
H 3.632 3.697 4.285 0.079
H 2.630 3.121 5.796 0.074
H 3.389 0.629 5.523 0.115
H 4.905 1.546 4.879 0.079
H 4.325 -0.194 3.032 0.104
H 3.966 1.544 2.397 0.118
H 1.386 0.442 3.815 0.106
H 1.634 1.027 1.986 0.113
H 1.713 -1.945 3.395 0.109
H 2.942 -1.636 2.000 0.103
H 1.334 -1.433 0.174 0.112
H 0.580 -2.800 1.264 0.115
H -0.636 -0.098 0.344 0.121
H -0.719 -0.118 2.240 0.084
H -1.703 -2.602 0.401 0.119
H -2.918 -1.221 0.816 0.094
H -1.566 -1.832 3.504 0.107
H -1.518 -3.495 2.623 0.144
H -2.742 -4.805 3.895 0.117
H -4.474 -4.277 4.448 0.144
H -3.333 -3.789 6.491 0.132
H -0.275 -3.528 4.628 -0.126
H -2.022 -1.079 6.002 0.116
H -3.661 -1.488 6.868 0.152
H -1.914 0.229 4.134 0.131
H -3.183 1.196 5.139 0.151
H -3.737 0.513 1.854 0.127
H -6.012 -2.193 2.490 0.192
H -6.136 0.519 4.073 0.147
H -7.034 -0.962 4.812 0.177
H -10.744 0.834 1.647 0.104
H -11.178 2.555 2.351 0.110
H -10.156 2.435 0.682 0.107
C -1.123 0.142 -4.142 0.031
C -1.248 -0.597 -3.035 0.018
C -0.112 -1.374 -2.500 -0.369
O -0.226 -2.052 -1.488 0.048
C 1.167 -1.301 -3.234 0.031
C 1.292 -0.562 -4.341 0.022
C 0.156 0.215 -4.876 -0.373
O 0.270 0.893 -5.887 0.096
H -1.946 0.717 -4.548 0.124
H -2.179 -0.660 -2.485 0.115
H 1.990 -1.876 -2.828 0.086
H 2.223 -0.499 -4.891 0.115
C 9.234 2.819 6.955 0.026
C 8.280 2.386 6.125 0.026
C 7.398 1.260 6.492 -0.366
O 6.526 0.862 5.733 0.061
C 7.610 0.633 7.812 0.025
C 8.564 1.066 8.642 0.026
C 9.446 2.192 8.274 -0.380
O 10.318 2.590 9.034 0.109
H 9.890 3.643 6.701 0.125
H 8.111 2.836 5.154 0.123
H 6.955 -0.191 8.066 0.122
H 8.733 0.616 9.613 0.125
C 0.233 -1.288 -8.703 0.026
C -0.195 -1.788 -9.866 0.027
C 0.464 -2.955 -10.486 -0.378
O 0.074 -3.413 -11.552 0.107
C 1.611 -3.548 -9.771 0.025
C 2.039 -3.047 -8.607 0.025
C 1.380 -1.880 -7.987 -0.355
O 1.770 -1.423 -6.922 0.086
H -0.238 -0.432 -8.235 0.108
H -1.036 -1.365 -10.403 0.115
H 2.083 -4.403 -10.239 0.124
H 2.880 -3.470 -8.071 0.122
C -2.645 4.483 6.638 0.025
C -3.661 3.700 7.014 0.006
C -3.768 3.196 8.397 -0.391
O -4.697 2.478 8.742 0.092
C -2.711 3.591 9.349 0.022
C -1.695 4.374 8.973 0.026
C -1.588 4.878 7.589 -0.381
O -0.659 5.596 7.245 0.109
H -2.551 4.861 5.627 0.125
H -4.445 3.402 6.328 0.116
H -2.805 3.213 10.359 0.124
H -0.911 4.672 9.658 0.126
C -3.469 -8.344 1.660 0.029
C -4.394 -9.121 1.089 0.035
C -5.772 -8.638 0.872 -0.373
O -6.621 -9.349 0.352 0.123
C -6.087 -7.263 1.309 0.033
C -5.161 -6.486 1.879 0.019
C -3.784 -6.969 2.096 -0.361
O -2.935 -6.258 2.616 0.056
H -2.454 -8.683 1.827 0.126
H -4.179 -10.131 0.763 0.130
H -7.102 -6.924 1.141 0.127
H -5.377 -5.475 2.205 0.104
C 4.402 -3.300 -0.912 0.021
C 5.214 -3.729 0.059 0.023
C 6.595 -3.222 0.182 -0.380
O 7.340 -3.617 1.069 0.109
C 7.042 -2.221 -0.806 0.028
C 6.230 -1.791 -1.777 0.027
C 4.849 -2.298 -1.900 -0.367
O 4.104 -1.904 -2.787 0.083
H 3.386 -3.662 -1.017 0.121
H 4.900 -4.463 0.792 0.124
H 8.058 -1.859 -0.701 0.126
H 6.544 -1.058 -2.510 0.125
C 0.655 3.201 -12.680 0.027
C -0.361 2.418 -12.304 0.027
C -0.468 1.913 -10.921 -0.376
O -1.397 1.195 -10.577 0.086
C 0.589 2.309 -9.970 0.034
C 1.605 3.091 -10.346 0.032
C 1.712 3.596 -11.729 -0.372
O 2.641 4.314 -12.073 0.088
H 0.749 3.579 -13.691 0.124
H -1.145 2.120 -12.990 0.124
H 0.495 1.931 -8.959 0.116
H 2.389 3.389 -9.660 0.102
C 3.231 7.839 -9.970 0.033
C 3.109 6.547 -9.653 0.032
C 3.193 6.090 -8.252 -0.371
O 3.084 4.906 -7.962 0.087
C 3.413 7.117 -7.214 0.020
C 3.535 8.410 -7.531 0.023
C 3.451 8.866 -8.932 -0.382
O 3.560 10.050 -9.222 0.104
H 3.173 8.191 -10.992 0.126
H 2.946 5.781 -10.403 0.089
H 3.471 6.765 -6.191 0.121
H 3.698 9.175 -6.781 0.123
```

As for the LUMO energy: -4.5 eV. The total charge is +1. As for the largest force on an atom: 9.5 eV Å⁻¹. As for the energy relative to the best compared isomer or geometry (same formula, charge and spin): 1030.6 kJ/mol. The orbital gap comes out at 6.714 eV.


[3]
Density functional theory data (wB97M-V/def2-TZVPD) for 2 unconnected molecules or ions with the total composition C2N4O2 at a distorted geometry.

The geometry in XYZ format:
```
8
Properties=species:S:1:pos:R:3:lowdin_charge:R:1
C -0.384 -0.267 0.133 -0.475
C 2.196 0.132 -0.039 -0.632
N -2.446 -0.021 0.588 -0.285
N -1.290 -0.430 1.125 -0.194
N -0.907 0.132 -0.995 -0.153
N -2.291 0.211 -0.673 -0.257
O 2.518 -0.229 -1.140 -0.022
O 2.604 0.471 1.001 0.019
```

As for the LUMO energy (alpha / beta): 6.7 / 6.7 eV. The total charge is -2. As for the largest force on an atom: 3.2 eV Å⁻¹. As for the energy relative to the best compared isomer or geometry (same formula, charge and spin): 241.9 kJ/mol. The orbital gap (alpha / beta) comes out at 5.536 / 5.537 eV.


[4]
Density functional theory data (wB97M-V/def2-TZVPD) for a molecular structure, C34H25IrO4P.

The geometry in XYZ format:
```
65
Properties=species:S:1:pos:R:3:lowdin_charge:R:1
Ir -0.557 -0.793 -0.727 1.237
C 1.716 -2.000 6.235 -0.104
C 0.905 -0.885 6.092 -0.091
C 0.392 -0.545 4.846 -0.080
C 0.683 -1.322 3.730 -0.367
C 1.489 -2.450 3.887 -0.112
C 2.010 -2.784 5.127 -0.096
P 0.071 -0.940 2.041 1.060
C -1.088 0.448 2.306 -0.410
C -0.696 1.784 2.285 -0.086
C -1.645 2.789 2.392 -0.077
C -2.990 2.470 2.525 -0.081
C -3.388 1.142 2.556 -0.077
C -2.440 0.136 2.443 -0.109
C 1.482 -0.121 1.233 -0.428
C 2.674 0.259 1.835 -0.104
C 3.660 0.868 1.066 -0.109
C 3.423 1.087 -0.284 -0.097
C 2.224 0.701 -0.875 -0.123
C 1.213 0.073 -0.140 -0.330
H 2.115 -2.263 7.207 0.095
H 0.669 -0.272 6.953 0.098
H -0.237 0.330 4.742 0.100
H 1.710 -3.069 3.024 0.103
H 2.639 -3.659 5.230 0.098
H 0.349 2.033 2.148 0.106
H -1.338 3.826 2.347 0.099
H -3.731 3.257 2.568 0.100
H -4.438 0.888 2.613 0.109
H -2.755 -0.902 2.410 0.109
H 2.834 0.088 2.894 0.097
H 4.597 1.173 1.516 0.090
H 4.182 1.564 -0.894 0.095
H 2.083 0.895 -1.933 0.089
O -4.524 -1.617 -0.714 0.061
C -3.394 -1.190 -0.802 -0.587
O -2.309 -1.886 -0.913 -0.180
C -3.135 0.349 -0.829 -0.527
O -4.027 1.158 -0.859 0.092
O -1.862 0.693 -0.749 -0.169
C -0.683 4.605 -3.379 -0.112
C -0.868 3.892 -4.554 -0.107
C -0.676 2.519 -4.568 -0.056
C -0.312 1.822 -3.414 -0.213
C -0.114 2.556 -2.241 -0.042
C -0.299 3.928 -2.227 -0.077
C -0.087 0.371 -3.522 -0.074
C -0.081 -0.606 -2.608 -0.281
C 0.288 -1.995 -2.982 -0.247
C 1.264 -2.678 -2.248 -0.051
C 1.573 -4.001 -2.539 -0.087
C 0.922 -4.658 -3.570 -0.103
C -0.052 -3.988 -4.304 -0.085
C -0.374 -2.675 -4.007 -0.032
H -0.834 5.677 -3.359 0.090
H -1.166 4.404 -5.461 0.091
H -0.821 1.966 -5.490 0.104
H 0.176 2.044 -1.337 0.075
H -0.150 4.473 -1.303 0.099
H 0.158 0.053 -4.537 0.108
H 1.809 -2.155 -1.469 0.095
H 2.335 -4.513 -1.963 0.099
H 1.164 -5.688 -3.801 0.093
H -0.576 -4.501 -5.101 0.098
H -1.161 -2.166 -4.548 0.118
```

As for the LUMO energy: 2.5 eV. The total charge is -1. As for the largest force on an atom: 0.4 eV Å⁻¹. As for the energy relative to the best compared isomer or geometry (same formula, charge and spin): 96.1 kJ/mol. The orbital gap comes out at 7.272 eV.


[5]
Density functional theory data (wB97M-V/def2-TZVPD) for C5H8N2 in the gas phase.

The geometry in XYZ format:
```
15
Properties=species:S:1:pos:R:3:lowdin_charge:R:1
C 1.262 -2.296 -0.279 -0.078
C 1.621 -0.839 -0.421 -0.291
C -0.416 1.075 -0.422 -0.118
C 0.671 0.176 -0.799 -0.278
N 1.419 -0.136 -1.762 0.200
N -0.997 0.874 0.686 0.002
C -2.045 1.787 1.081 -0.133
H 0.444 -2.563 -0.956 0.077
H 2.122 -2.934 -0.508 0.070
H 0.941 -2.512 0.746 0.073
H 2.511 -0.522 0.126 0.117
H -0.659 1.896 -1.112 0.124
H -2.096 2.700 0.470 0.074
H -1.883 2.059 2.129 0.078
H -3.007 1.266 1.029 0.083
```

As for the LUMO energy: 0.3 eV. The total charge is 0. As for the largest force on an atom: 0.5 eV Å⁻¹. As for the energy relative to the best compared isomer or geometry (same formula, charge and spin): 248.1 kJ/mol. The orbital gap comes out at 10.020 eV. The structure (SMILES) is C/N=C/C1=N[C@@H]1C.


[6]
Density functional theory data (wB97M-V/def2-TZVPD) for 3 unconnected molecules or ions with the total composition C4H10O2.

The geometry in XYZ format:
```
16
Properties=species:S:1:pos:R:3:lowdin_charge:R:1
C -0.363 -0.163 1.721 -0.043
C 0.164 -0.762 0.424 -0.555
O -0.543 -1.853 0.003 -0.216
C 0.178 0.162 -0.790 -0.345
C 0.768 1.532 -0.841 0.009
O 0.274 -0.506 -1.902 0.076
H -1.442 -0.010 1.628 0.075
H 0.109 0.787 1.998 0.075
H -0.198 -0.883 2.527 0.084
H 1.243 -0.995 0.520 0.171
H -1.540 -0.952 -0.388 0.120
H -1.662 -0.065 -0.610 0.128
H 0.498 2.148 0.017 0.086
H 1.858 1.387 -0.831 0.109
H 0.518 2.036 -1.776 0.097
H -0.056 -1.417 -1.603 0.130
```

As for the LUMO energy: 0.2 eV. The total charge is 0. As for the largest force on an atom: 0.2 eV Å⁻¹. As for the energy relative to the best compared isomer or geometry (same formula, charge and spin): 363.2 kJ/mol. The orbital gap comes out at 9.372 eV.


[7]
Density functional theory data (wB97M-V/def2-TZVPD) for C6H8ClFN2 in the gas phase at a distorted geometry.

The geometry in XYZ format:
```
18
Properties=species:S:1:pos:R:3:lowdin_charge:R:1
C 0.619 -1.232 -0.418 -0.067
C -0.644 -1.313 -0.879 -0.150
C 1.272 0.013 0.014 -0.270
C 1.222 1.144 -0.697 -0.116
C -2.212 0.428 -0.429 -0.819
C 1.887 -0.240 1.362 -0.059
N -1.538 -0.298 -1.157 0.044
N -3.103 1.414 -0.668 0.051
F 1.763 2.258 -0.253 0.042
Cl -2.075 0.327 1.340 0.650
H 1.182 -2.048 -0.261 0.065
H -1.168 -2.162 -1.255 0.104
H 2.047 -1.263 1.678 0.069
H 1.211 0.147 2.182 0.093
H 2.826 0.354 1.559 0.094
H 0.735 1.375 -1.549 0.092
H -3.527 1.323 -1.595 0.112
H -3.786 1.434 0.083 0.065
```

As for the LUMO energy: 0.7 eV. The total charge is 0. As for the largest force on an atom: 4.6 eV Å⁻¹. As for the energy relative to the best compared isomer or geometry (same formula, charge and spin): 10.5 kJ/mol. The orbital gap comes out at 8.894 eV. The structure (SMILES) is CC(/C=C\N=C(\N)Cl)=C\F.


[8]
Density functional theory data (wB97M-V/def2-TZVPD) for a molecular structure, C42H34IrN5O2P2Se2 at a distorted geometry.

The geometry in XYZ format:
```
88
Properties=species:S:1:pos:R:3:lowdin_spin:R:1
Ir 1.299 -1.163 -2.545 2.779
O 1.742 0.653 -3.748 0.218
C 2.556 1.593 -3.451 0.009
C 2.243 2.919 -3.870 0.021
C 3.065 3.965 -3.549 -0.002
C 4.244 3.748 -2.819 0.019
C 4.590 2.466 -2.429 -0.003
C 3.770 1.378 -2.720 0.017
C 4.243 0.050 -2.397 0.013
N 3.558 -1.016 -2.535 0.137
C 4.176 -2.299 -2.227 0.011
C 3.447 -3.340 -3.052 0.011
N 2.020 -3.266 -2.717 0.118
C 1.400 -4.380 -2.610 0.015
C 0.014 -4.580 -2.252 0.015
C -0.511 -5.864 -2.371 -0.003
C -1.821 -6.137 -2.019 0.015
C -2.637 -5.113 -1.510 0.001
C -2.149 -3.845 -1.354 0.016
C -0.805 -3.530 -1.721 0.012
O -0.372 -2.349 -1.544 0.170
H 1.323 3.055 -4.422 0.000
H 2.805 4.968 -3.859 0.000
H 4.894 4.578 -2.579 0.001
H 5.519 2.297 -1.899 0.000
H 5.274 -0.018 -2.043 0.006
H 4.035 -2.490 -1.161 0.001
H 5.243 -2.292 -2.461 0.002
H 3.839 -4.340 -2.855 0.002
H 3.563 -3.121 -4.116 0.001
H 1.959 -5.298 -2.804 0.004
H 0.121 -6.657 -2.751 0.000
H -2.213 -7.137 -2.131 0.001
H -3.660 -5.333 -1.234 0.000
H -2.751 -3.043 -0.950 0.000
Se 0.882 -1.967 4.587 0.824
P -0.030 -0.685 3.174 0.077
C -0.245 0.983 3.820 0.014
C -1.093 1.203 4.908 0.003
C -1.253 2.483 5.410 0.000
C -0.540 3.543 4.861 0.003
C 0.351 3.318 3.824 0.000
C 0.500 2.038 3.308 0.004
C -1.606 -1.416 2.661 0.035
C -1.524 -2.528 1.820 0.018
C -2.664 -3.247 1.508 0.000
C -3.894 -2.859 2.025 0.010
C -3.980 -1.748 2.849 0.003
C -2.839 -1.028 3.172 0.008
C 0.856 -0.541 1.610 0.010
C 0.543 -0.065 0.341 0.022
N 1.545 -0.481 -0.463 0.114
N 2.429 -1.157 0.267 0.013
N 2.034 -1.202 1.507 0.015
P -0.668 0.997 -0.451 0.029
Se -0.860 0.460 -2.535 0.171
C 0.008 2.676 -0.377 0.003
C -0.810 3.780 -0.602 0.001
C -0.263 5.054 -0.631 0.001
C 1.100 5.232 -0.445 0.000
C 1.922 4.131 -0.246 0.001
C 1.383 2.855 -0.223 0.000
C -2.266 1.001 0.383 0.005
C -2.580 1.948 1.360 0.001
C -3.855 1.984 1.902 0.001
C -4.815 1.077 1.479 0.001
C -4.499 0.119 0.526 0.000
C -3.230 0.083 -0.027 0.004
H -1.609 0.371 5.371 0.000
H -1.919 2.652 6.246 0.000
H -0.661 4.540 5.265 0.000
H 0.935 4.132 3.413 0.000
H 1.211 1.865 2.514 0.000
H -0.561 -2.846 1.436 0.000
H -2.591 -4.122 0.875 0.000
H -4.785 -3.429 1.791 0.001
H -4.937 -1.444 3.251 0.000
H -2.920 -0.165 3.818 0.000
H -1.873 3.652 -0.759 0.001
H -0.905 5.908 -0.799 0.000
H 1.523 6.227 -0.463 0.000
H 2.987 4.264 -0.110 0.000
H 2.034 2.002 -0.071 0.000
H -1.846 2.670 1.685 0.000
H -4.097 2.729 2.648 0.000
H -5.813 1.115 1.895 0.000
H -5.248 -0.590 0.199 0.000
H -2.987 -0.632 -0.803 0.001
```

As for the LUMO energy (alpha / beta): -2.8 / -6.1 eV. The total charge is +1. As for the largest force on an atom: 3.1 eV Å⁻¹. As for the expectation value of S²: 8.7707. The orbital gap (alpha / beta) comes out at 6.849 / 3.348 eV. The spin multiplicity is 6.